A 14-piece molecular cluster, C5H36N2O14 overall at a distorted geometry. Source: OMol25; level of theory: ωB97M-V/def2-TZVPD.

As for the HOMO-LUMO gap: 9.402 eV. The HOMO energy comes out at -9.8 eV. The maximum force is 7.912 eV Å⁻¹. The energy above the lowest of the compared OMol25 structures with the same formula, charge and spin comes out at 129.2 kcal per mole. Its total energy is -1374.820157 Eh. The LUMO energy is -0.360 eV.

Structure (XYZ):
```
57
C5H36N2O14 ωB97M-V/def2-TZVPD
N 2.10136 -0.57353 0.62141
C 1.04265 0.25378 0.01473
C 1.41433 0.57823 -1.48026
C 2.20968 1.79840 -1.66592
C 3.49930 1.89344 -1.66953
C -0.24181 -0.55092 0.03005
N -1.36294 0.19902 0.30564
O -0.20689 -1.75598 0.27646
H 2.97594 -0.44523 0.07680
H 2.06879 -1.52679 0.84893
H 1.19170 1.23867 0.55325
H 0.59971 0.51847 -2.15321
H 2.09046 -0.34861 -1.87799
H 1.46755 2.50372 -1.74456
H 4.01391 2.79067 -1.66973
H 4.24815 1.16353 -1.73973
H -1.31057 1.19331 0.22232
H -2.30430 -0.13900 0.61443
H -0.78729 -1.46627 -3.16408
H -1.21077 -2.72261 -3.25790
O -0.43110 -2.26701 -2.79337
H -4.08729 -1.22794 0.27208
H -2.82483 -1.82630 -0.26392
O -3.70607 -1.62167 -0.51492
H -0.81053 3.55591 0.22280
H -0.59999 2.74383 -1.16974
O -1.12533 3.37916 -0.72236
H 1.21475 3.35616 1.45834
H 1.17037 4.66986 0.85523
O 0.95599 3.85071 0.72267
H 0.65039 -4.52613 0.17746
H 1.27065 -2.96598 0.11605
O 1.37033 -3.92497 -0.07303
H -2.99158 0.25533 -2.45987
H -2.56496 -0.96949 -1.77821
O -2.41070 -0.47291 -2.58603
H 0.82087 -1.92226 3.82032
H 0.20308 -3.03785 2.91872
O 0.65143 -2.86988 3.72742
H -1.75327 -2.29414 1.23168
H -2.32422 -3.64661 1.89073
O -2.55280 -2.75945 1.48930
H 1.09148 -2.00078 -3.80006
H 1.32398 -3.36066 -3.60790
O 1.67358 -2.65658 -4.11243
H -0.69489 2.64041 3.13746
H 0.69572 1.92062 2.83424
O -0.22697 2.01897 2.58737
H 2.77959 2.38530 1.58642
H 3.37466 1.89272 2.97487
O 2.95516 2.68010 2.51526
H -2.84736 2.39127 -0.39549
H -4.10336 2.41399 -1.27877
O -3.76393 1.96477 -0.49964
H -1.76813 -0.99033 2.23447
H -0.90580 -0.23595 3.13131
O -1.20788 -1.14452 3.01042
```

Löwdin atomic charges, in units of e: 0.067, -0.260, -0.156, -0.191, 0.040, -0.427, 0.191, 0.013, 0.092, 0.037, 0.115, 0.090, 0.177, 0.069, 0.040, 0.059, 0.056, 0.116, 0.003, 0.119, -0.082, 0.061, -0.023, -0.032, 0.068, -0.001, -0.067, -0.027, -0.014, 0.046, 0.040, -0.010, -0.082, 0.018, -0.013, -0.051, 0.028, -0.015, -0.056, -0.031, 0.108, -0.074, -0.044, 0.001, -0.049, 0.064, 0.029, -0.029, 0.032, 0.094, -0.081, 0.023, 0.037, -0.091, -0.001, 0.029, -0.058

A 8-piece molecular cluster, C20H46N2O6S6 overall at a distorted geometry. Source: OMol25; level of theory: ωB97M-V/def2-TZVPD.

As for the HOMO-LUMO gap: 8.674 eV. The HOMO energy comes out at -8.7 eV. The maximum force is 1.606 eV Å⁻¹. The energy above the lowest of the compared OMol25 structures with the same formula, charge and spin comes out at 7.1 kcal per mole. Its total energy is -3739.489562 Eh. The LUMO energy is -0.062 eV.

Structure (XYZ):
```
80
C20H46N2O6S6 ωB97M-V/def2-TZVPD
C 0.42508 -0.23214 -5.83811
S -0.96538 -1.34865 -5.53235
O -0.44045 -2.40944 -4.61457
C -1.90295 -0.20427 -4.47279
H 0.80187 -0.02567 -4.83493
H 0.11266 0.68872 -6.32820
H 1.20024 -0.72189 -6.42105
H -2.57174 -0.86311 -3.92427
H -2.45671 0.53569 -5.05403
H -1.28911 0.39025 -3.79186
C -1.12619 0.34864 0.05782
S 0.19692 -0.88200 -0.04837
O 1.39169 -0.10461 -0.55270
C 0.51223 -1.00317 1.72237
H -0.79379 1.22953 0.60870
H -1.83742 -0.03998 0.79525
H -1.57109 0.57080 -0.90460
H -0.25343 -1.45485 2.36140
H 0.65307 -0.00933 2.15320
H 1.39200 -1.63999 1.81076
C 3.31212 2.10294 2.71117
S 1.66193 2.74339 2.48431
O 1.66636 4.04389 3.22709
C 1.77702 3.05682 0.70752
H 3.44981 1.68495 3.70411
H 4.04104 2.83484 2.37039
H 3.43025 1.23089 2.05275
H 2.25282 4.01764 0.49292
H 0.77832 3.06265 0.27192
H 2.36162 2.32502 0.14816
C 4.62377 -0.25054 -1.00022
S 4.78777 -0.95880 -2.68001
O 5.30726 -2.34636 -2.50881
C 2.99694 -1.02649 -3.05776
H 5.64885 -0.30889 -0.63615
H 3.93936 -0.83701 -0.39159
H 4.25621 0.77347 -1.02879
H 2.67223 0.00901 -3.00683
H 2.42933 -1.73600 -2.46713
H 2.99116 -1.39099 -4.08722
C 2.81180 -3.68749 -0.00352
S 4.00465 -3.73652 1.37106
O 4.04093 -5.15205 1.83863
C 5.50205 -3.49175 0.38421
H 3.13174 -4.27095 -0.86533
H 2.53983 -2.68409 -0.33898
H 1.89821 -4.13009 0.39920
H 6.37939 -3.76753 0.96720
H 5.55755 -2.44290 0.11474
H 5.51187 -4.09178 -0.52267
C -5.09218 0.72100 -1.61728
S -5.50487 1.58533 -3.15113
O -6.96231 1.38643 -3.39026
C -5.36328 3.29460 -2.54924
H -5.90470 0.84938 -0.89396
H -4.20028 1.04030 -1.07847
H -5.08543 -0.34559 -1.83841
H -6.04180 3.43086 -1.70860
H -5.62156 3.91208 -3.40462
H -4.34765 3.51822 -2.21759
N -1.27040 -1.01787 5.17216
C -0.25889 -1.92649 5.37976
C -0.56963 -3.08361 4.72356
C -1.78268 -2.85080 4.01122
C -2.15654 -1.56791 4.26996
H -1.19195 -0.06086 5.45983
H 0.63967 -1.72587 5.93996
H 0.05740 -3.95947 4.71676
H -2.22779 -3.58888 3.36509
H -3.01211 -1.00242 3.93892
N -2.78862 3.65901 1.19826
C -4.00354 3.03794 0.98343
C -4.03752 1.91309 1.77599
C -2.85278 1.87645 2.52261
C -2.07791 2.92112 2.11083
H -2.44064 4.46821 0.72131
H -4.68873 3.46160 0.27102
H -4.86662 1.22468 1.82351
H -2.50230 1.17467 3.26165
H -1.08408 3.25496 2.36165
```

Löwdin atomic charges, in units of e: -0.266, 0.822, -0.558, -0.271, 0.029, 0.055, 0.052, 0.044, 0.048, 0.046, -0.249, 0.851, -0.580, -0.237, 0.025, 0.050, 0.041, 0.034, 0.032, 0.040, -0.259, 0.778, -0.548, -0.253, 0.056, 0.065, 0.045, 0.064, 0.033, 0.033, -0.269, 0.843, -0.555, -0.265, 0.044, 0.023, 0.045, 0.042, 0.041, 0.041, -0.258, 0.802, -0.559, -0.261, 0.065, 0.003, 0.051, 0.055, 0.006, 0.054, -0.272, 0.799, -0.545, -0.266, 0.059, 0.024, 0.048, 0.050, 0.046, 0.043, 0.022, -0.143, -0.110, -0.118, -0.166, 0.140, 0.108, 0.097, 0.097, 0.098, 0.033, -0.127, -0.111, -0.123, -0.147, 0.145, 0.089, 0.099, 0.078, 0.084

A 2-piece molecular cluster, C7H11N2O2 overall at a distorted geometry. Source: OMol25; level of theory: ωB97M-V/def2-TZVPD.

As for the HOMO-LUMO gap: 7.773 eV. The HOMO energy comes out at -4.4 eV. The maximum force is 3.472 eV Å⁻¹. The energy above the lowest of the compared OMol25 structures with the same formula, charge and spin comes out at 19.5 kcal per mole. The total charge is -1. Its total energy is -533.383872 Eh. The LUMO energy is 3.373 eV.

Structure (XYZ):
```
22
C7H11N2O2 ωB97M-V/def2-TZVPD
C 2.90674 0.24294 -3.03105
C 0.73827 0.02558 -1.61183
C 1.91110 0.63877 -2.00627
C 1.33218 1.65385 -0.23492
N 0.33984 0.71482 -0.50735
N 2.29209 1.65608 -1.11796
H 0.29939 -0.84607 -2.07059
H -0.56248 0.62927 -0.02880
H 3.89835 0.22645 -2.59020
H 2.94154 1.05557 -3.75370
H 1.19615 2.39798 0.58800
H 2.73405 -0.67013 -3.58295
C -1.71332 -1.58919 1.02032
C -0.77699 -2.45587 1.81420
C -2.17477 -0.30336 1.66550
O -2.03685 -0.17410 2.90304
O -2.62743 0.59338 0.90717
H -1.22786 -1.51438 0.01071
H -2.55065 -2.12530 0.50439
H -0.14128 -1.75148 2.34507
H -0.01631 -3.01896 1.21352
H -1.29665 -3.18431 2.42529
```

Löwdin atomic charges, in units of e: -0.078, -0.082, -0.374, -0.203, 0.068, 0.071, 0.109, 0.110, 0.065, 0.063, 0.128, 0.062, -0.234, -0.137, -0.775, -0.070, -0.109, 0.081, 0.112, 0.067, 0.067, 0.058

A 7-piece molecular cluster, C16H43N6O6 overall at a distorted geometry. Source: OMol25; level of theory: ωB97M-V/def2-TZVPD.

As for the HOMO-LUMO gap: 9.960 eV. The HOMO energy comes out at -11.5 eV. The maximum force is 3.068 eV Å⁻¹. The energy above the lowest of the compared OMol25 structures with the same formula, charge and spin comes out at 0.0 kcal per mole. The total charge is +1. Its total energy is -1415.275520 Eh. The LUMO energy is -1.539 eV.

Structure (XYZ):
```
71
C16H43N6O6 ωB97M-V/def2-TZVPD
O 0.10252 -0.08111 -0.15577
H 0.19617 0.09481 0.78332
H 0.02244 0.77977 -0.57301
H 0.84639 -0.59122 -0.48450
O -0.29446 -1.54131 -2.57487
C -1.36880 -2.09063 -2.65792
N -1.64719 -2.56001 -3.88561
C -2.28922 -2.41905 -1.49363
H -1.07269 -2.09566 -4.57442
H -2.41115 -3.14229 -4.19773
H -1.65218 -2.83539 -0.71329
H -3.06893 -3.18051 -1.51189
H -2.89766 -1.54354 -1.26693
O 2.48056 -0.90905 -0.90429
C 3.07000 -1.48871 -1.80463
N 2.38920 -2.19147 -2.71205
C 4.55787 -1.23399 -1.96837
H 1.38420 -2.15528 -2.61843
H 2.83998 -2.70109 -3.45850
H 5.21152 -1.80425 -1.30832
H 4.67119 -0.15061 -2.00777
H 4.86196 -1.56129 -2.96261
O 0.01287 -2.45483 1.27679
C 0.18606 -3.23495 2.17146
N -0.01221 -4.53976 2.04046
C 0.39412 -2.81092 3.58176
H -0.33603 -4.84162 1.13265
H -0.17585 -5.14925 2.82903
H 1.17219 -2.05415 3.48178
H 0.65681 -3.63923 4.23979
H -0.38600 -2.35472 4.19117
O 0.56141 0.54906 2.19159
C 1.05334 1.44291 2.84035
N 2.32670 1.81037 2.83804
C 0.27282 2.26382 3.85407
H 2.69320 2.25033 3.67002
H 3.04212 1.35123 2.29264
H 0.15581 3.23439 3.37197
H 0.82178 2.36064 4.79075
H -0.69583 1.79711 4.03295
O -2.22332 0.34811 1.08731
C -2.93314 -0.07683 1.97472
N -4.11827 0.52888 2.09589
C -2.59750 -1.15982 2.95232
H -4.30756 1.28284 1.45106
H -4.77832 0.31425 2.82962
H -2.08650 -2.02778 2.53564
H -3.56370 -1.44667 3.36736
H -2.04465 -0.80722 3.82303
C -1.85642 1.40425 -2.90286
C -0.30631 1.63209 -2.98487
N 0.18343 2.05571 -1.65471
C -0.39886 3.34676 -1.20065
C -1.18294 3.14213 0.11493
C 1.65307 2.18950 -1.82966
C 2.51536 2.50066 -0.52952
H -2.31791 1.01543 -1.99516
H -2.09551 0.53224 -3.51158
H -2.53446 2.19252 -3.22999
H 0.18546 0.74824 -3.39117
H -0.22172 2.46245 -3.68591
H 0.35842 4.11762 -1.05785
H -1.14506 3.76256 -1.87770
H -2.05460 2.49771 0.00089
H -0.48790 2.66172 0.80356
H -1.48074 4.08562 0.57236
H 1.84752 3.11845 -2.36570
H 2.07676 1.38178 -2.42646
H 2.36056 3.47159 -0.05894
H 3.55386 2.45540 -0.85752
H 2.32592 1.69126 0.17552
```

Löwdin atomic charges, in units of e: 0.176, 0.019, 0.048, 0.060, -0.002, -0.561, 0.174, 0.024, 0.116, 0.116, 0.070, 0.079, 0.085, 0.010, -0.557, 0.195, 0.013, 0.062, 0.119, 0.090, 0.084, 0.072, 0.061, -0.635, 0.174, -0.004, 0.115, 0.113, 0.090, 0.081, 0.074, 0.045, -0.571, 0.181, 0.018, 0.116, 0.121, 0.091, 0.086, 0.084, 0.026, -0.581, 0.161, 0.017, 0.116, 0.107, 0.070, 0.079, 0.083, -0.070, -0.201, -0.202, -0.204, -0.062, -0.214, -0.057, 0.062, 0.053, 0.074, 0.102, 0.116, 0.110, 0.112, 0.053, 0.050, 0.079, 0.107, 0.106, 0.070, 0.073, 0.031

C17H51O9V as an isolated structure at a distorted geometry. Source: OMol25; level of theory: ωB97M-V/def2-TZVPD.

The expectation value of S² is 6.0211. As for the HOMO-LUMO gap (alpha / beta): 5.962 / 2.797 eV. The HOMO energy (alpha / beta) comes out at -14.0 / -14.0 eV. The maximum force is 3.922 eV Å⁻¹. As for the multiplicity: 5. The total charge is +2. Its total energy is -2298.593748 Eh. The LUMO energy (alpha / beta) is -8.023 / -11.188 eV.

Structure (XYZ):
```
78
C17H51O9V ωB97M-V/def2-TZVPD
V -0.52987 -3.68316 -0.19898
C -0.03156 -0.41397 0.15992
O 0.08249 -1.57019 -0.59015
H -0.99772 0.08499 0.08457
H 0.10209 -0.73063 1.19431
H 0.78179 0.28502 -0.03498
C 4.88532 -2.24253 -2.33210
C 3.38418 -2.38783 -1.98902
O 3.02341 -1.68800 -0.80696
H 5.56152 -2.37418 -1.48741
H 5.12838 -1.29380 -2.81057
H 5.20985 -2.99949 -3.04610
H 3.13366 -3.44293 -1.87903
H 2.77234 -2.02890 -2.81662
H 2.06947 -1.59751 -0.74863
C -4.15049 0.23488 -1.94556
C -2.82193 0.96894 -2.19173
O -2.86062 1.83442 -3.39607
H -5.03079 0.87583 -1.99419
H -4.17708 -0.23978 -0.96470
H -4.34566 -0.51248 -2.71462
H -2.01841 0.23405 -2.24084
H -2.48674 1.53649 -1.32362
H -1.99221 2.22021 -3.53254
C 1.36771 -0.20465 -4.49126
C -0.09410 -0.66294 -4.37237
O -0.20632 -1.73196 -3.43763
H 1.99203 -1.06343 -4.73786
H 1.67666 0.27319 -3.56157
H 1.38435 0.53056 -5.29579
H -0.50779 -0.81011 -5.37002
H -0.68109 0.20668 -4.07692
H 0.01003 -1.33810 -2.58930
C -3.98792 -3.07326 2.22870
C -2.62099 -2.43520 1.86249
O -1.67172 -3.45974 1.68008
H -4.69495 -2.25244 2.10846
H -3.99106 -3.48888 3.23635
H -4.21577 -3.89399 1.54855
H -2.25806 -1.75224 2.63057
H -2.69274 -1.81013 0.97241
H -1.64454 -3.94019 2.51077
C -3.87078 1.22511 1.63661
C -4.66975 2.24438 2.52793
O -4.04219 2.31590 3.75658
H -2.81884 1.48219 1.51236
H -4.27377 1.14102 0.62734
H -3.94091 0.20195 2.00583
H -5.72116 1.97300 2.62279
H -4.65197 3.19417 1.99344
H -3.24279 2.84394 3.69553
C 2.75859 -1.06640 3.16943
C 1.42346 -1.36425 3.85248
O 0.97961 -2.62787 3.50741
H 3.55231 -1.72043 3.53049
H 3.04540 -0.02331 3.30286
H 2.64601 -1.23797 2.09892
H 0.63424 -0.62393 3.72149
H 1.45730 -1.32929 4.94140
H 0.35382 -2.92751 4.17088
C 4.46159 1.61908 -0.96620
C 4.23039 1.08523 0.44184
O 4.89543 -0.14646 0.58475
H 4.34614 0.90685 -1.78320
H 5.46920 2.03417 -0.98892
H 3.71886 2.40145 -1.12226
H 3.16669 0.91279 0.60590
H 4.60723 1.80046 1.17296
H 4.38933 -0.79220 0.08628
C -0.96866 4.05776 0.11623
C 0.41730 3.79711 0.76286
O 0.49506 4.43883 2.02866
H -1.26158 5.09551 0.27547
H -1.69252 3.38039 0.56934
H -0.96058 3.90580 -0.96309
H 1.17702 4.26138 0.13407
H 0.62631 2.73525 0.89268
H 1.40907 4.64363 2.23898
```

Löwdin atomic charges, in units of e: 1.380, -0.220, -0.417, 0.069, 0.066, 0.067, -0.052, -0.262, -0.109, 0.078, 0.071, 0.089, 0.112, 0.092, 0.033, -0.072, -0.274, -0.071, 0.086, 0.044, 0.078, 0.071, 0.077, 0.064, -0.079, -0.295, -0.095, 0.071, 0.060, 0.083, 0.125, 0.084, 0.011, -0.028, -0.284, -0.171, 0.085, 0.090, 0.086, 0.127, 0.106, 0.122, -0.074, -0.299, -0.058, 0.049, 0.043, 0.045, 0.120, 0.111, 0.090, -0.059, -0.341, -0.080, 0.091, 0.079, 0.043, 0.106, 0.122, 0.092, 0.026, -0.171, 0.269, 0.088, 0.113, 0.109, 0.137, 0.152, 0.080, -0.056, -0.316, -0.074, 0.087, 0.047, 0.068, 0.103, 0.079, 0.081